A molecular structure, C3LiO6Rb at a distorted geometry, computed with the ωB97M-V functional and the def2-TZVPD basis.

Properties
strongest force on any atom: 3.398 eV/Å
frontier orbital gap (spin up / spin down): 2.41 / 4.33 eV
energy above the lowest of the compared OMol25 structures with the same formula, charge and spin: 1.5 kcal per mole
M: 224.4 g/mol
charge: -1
2S+1: 2

Atoms and positions in Å:
O 1.46236 0.56394 -1.07430
C 0.73515 0.08133 -0.17298
O -0.35585 -0.63921 -0.75804
C -1.63473 -0.04047 -0.80345
O -2.02655 0.53595 0.22300
O -2.16058 -0.10672 -1.92796
Rb 0.55028 -0.42944 -3.96547
C 1.49095 -0.34794 1.66814
O 1.66046 0.78297 2.23694
O 0.63108 -1.09147 2.24520
Li -0.35257 0.69106 2.32890

Charges obtained by Löwdin population analysis, quoted in units of e: number 1, O, carries -0.14; number 2, C, carries -0.31; number 3, O, carries -0.10; number 4, C, carries -0.80; number 5, O, carries -0.05; number 6, O, carries -0.09; number 7, Rb, carries 0.86; number 8, C, carries -0.61; number 9, O, carries -0.26; number 10, O, carries -0.24; number 11, Li, carries 0.73

---

A molecular structure, C3LiO6Tb at a distorted geometry, computed with the ωB97M-V functional and the def2-TZVPD basis.

Properties
strongest force on any atom: 5.538 eV/Å
frontier orbital gap (spin up / spin down): 7.25 / 5.37 eV
energy above the lowest of the compared OMol25 structures with the same formula, charge and spin: 0.0 kcal per mole
M: 297.9 g/mol
charge: +1
2S+1: 8

Atoms and positions in Å:
O 0.98271 2.19484 0.14582
C 2.11359 1.73251 -0.15047
O 1.94862 0.31807 -0.09598
C 3.03643 -0.67414 -0.18286
O 4.16467 -0.22063 -0.30371
O 2.57783 -1.81131 -0.10351
Tb -0.30716 0.47240 0.31254
C -3.65660 0.33828 0.29721
O -4.72553 -0.22552 0.19237
O -2.50619 -0.19322 0.17820
Li -3.62836 -1.93127 -0.28961

Charges obtained by Löwdin population analysis, quoted in units of e: number 1, O, carries -0.18; number 2, C, carries 0.06; number 3, O, carries -0.23; number 4, C, carries -0.73; number 5, O, carries 0.09; number 6, O, carries 0.05; number 7, Tb, carries 1.86; number 8, C, carries -0.40; number 9, O, carries 0.00; number 10, O, carries -0.39; number 11, Li, carries 0.86

---

A molecular structure, C3LuO4 at a distorted geometry, computed with the ωB97M-V functional and the def2-TZVPD basis.

Properties
strongest force on any atom: 5.341 eV/Å
frontier orbital gap (spin up / spin down): 5.00 / 4.44 eV
M: 275.0 g/mol
charge: +1

Atoms and positions in Å:
C 2.74540 2.60070 -0.50249
C 2.02138 1.49806 -0.22807
O 0.76581 2.18606 -0.26439
O 2.07481 0.34212 -0.89254
O -1.65279 -1.50323 0.46757
C -2.56202 -2.19326 0.71375
O -3.44604 -2.85837 1.00846
Lu 0.05346 -0.07207 -0.30228

Charges obtained by Löwdin population analysis, quoted in units of e: number 1, C, carries 0.35; number 2, C, carries -0.80; number 3, O, carries -0.33; number 4, O, carries -0.30; number 5, O, carries 0.03; number 6, C, carries -0.31; number 7, O, carries 0.35; number 8, Lu, carries 2.03

---

A molecular structure, C3MgNaO6 at a distorted geometry, computed with the ωB97M-V functional and the def2-TZVPD basis.

Properties
strongest force on any atom: 1.543 eV/Å
frontier orbital gap (spin up / spin down): 6.18 / 7.31 eV
energy above the lowest of the compared OMol25 structures with the same formula, charge and spin: 0.0 kcal per mole
M: 179.3 g/mol
charge: 0
2S+1: 2

Atoms and positions in Å:
C -0.58036 0.49087 -0.16192
O 0.10870 1.53196 -0.28379
C -2.12642 0.64259 0.10571
O -2.73686 -0.46329 0.15793
O -2.60128 1.77433 0.18975
Mg 1.91335 2.14677 0.21748
Na -1.92924 -2.30010 -0.17004
O -0.13275 -0.68189 -0.16799
O 2.81487 0.10468 -0.01864
O 2.67682 -2.19808 0.10700
C 2.59317 -1.04784 0.02449

Charges obtained by Löwdin population analysis, quoted in units of e: number 1, C, carries -0.54; number 2, O, carries -0.19; number 3, C, carries -0.61; number 4, O, carries -0.14; number 5, O, carries 0.03; number 6, Mg, carries 0.86; number 7, Na, carries 0.73; number 8, O, carries -0.05; number 9, O, carries 0.03; number 10, O, carries 0.25; number 11, C, carries -0.38

---

2 unconnected molecules or ions with the total composition C3N2O2 at a distorted geometry, computed with the ωB97M-V functional and the def2-TZVPD basis.

Properties
strongest force on any atom: 2.248 eV/Å
frontier orbital gap: 11.89 eV
energy above the lowest of the compared OMol25 structures with the same formula, charge and spin: 22.3 kcal per mole
M: 96.0 g/mol
charge: 0

Atoms and positions in Å:
C -0.86570 1.59373 0.08564
C -0.22741 -1.89811 -0.48671
C 1.16501 0.21119 -0.14150
N -1.80924 2.16442 0.36362
N 0.12075 0.75743 -0.02353
O -0.55703 -2.51420 0.40072
O 2.17362 -0.31446 -0.19823

Charges obtained by Löwdin population analysis, quoted in units of e: number 1, C, carries -0.30; number 2, C, carries 0.03; number 3, C, carries -0.37; number 4, N, carries 0.16; number 5, N, carries 0.17; number 6, O, carries 0.09; number 7, O, carries 0.21

---

2 unconnected molecules or ions with the total composition C3N2O2 at a distorted geometry, computed with the ωB97M-V functional and the def2-TZVPD basis.

Properties
strongest force on any atom: 3.380 eV/Å
frontier orbital gap: 12.15 eV
energy above the lowest of the compared OMol25 structures with the same formula, charge and spin: 16.1 kcal per mole
M: 96.0 g/mol
charge: 0
SMILES string: N#CC#N.O=C=O

Atoms and positions in Å:
C 1.22895 1.25601 0.00512
O 0.09255 1.58557 0.12084
C -1.56441 -0.54837 -0.04646
C -0.24976 -1.13500 -0.12582
O 2.36102 1.08455 0.00741
N -2.70424 -0.77071 -0.02444
N 0.83590 -1.47204 0.06335

Charges obtained by Löwdin population analysis, quoted in units of e: number 1, C, carries -0.43; number 2, O, carries 0.14; number 3, C, carries -0.17; number 4, C, carries -0.19; number 5, O, carries 0.23; number 6, N, carries 0.21; number 7, N, carries 0.20

---

2 unconnected molecules or ions with the total composition C3N2O2 at a distorted geometry, computed with the ωB97M-V functional and the def2-TZVPD basis.

Properties
strongest force on any atom: 1.976 eV/Å
frontier orbital gap: 12.43 eV
energy above the lowest of the compared OMol25 structures with the same formula, charge and spin: 12.9 kcal per mole
M: 96.0 g/mol
charge: 0
SMILES string: N#CC#N.O=C=O

Atoms and positions in Å:
C 0.42180 -0.83407 -0.50162
C -1.30524 0.59483 0.17309
C 1.27091 -0.01228 0.22424
N 1.94686 0.70363 0.79565
N -0.19839 -1.61921 -1.06759
O -1.14115 1.33450 -0.69692
O -1.52579 -0.08176 1.06978

Charges obtained by Löwdin population analysis, quoted in units of e: number 1, C, carries -0.22; number 2, C, carries -0.53; number 3, C, carries -0.19; number 4, N, carries 0.24; number 5, N, carries 0.26; number 6, O, carries 0.22; number 7, O, carries 0.22

---

2 unconnected molecules or ions with the total composition C3N2O2 at a distorted geometry, computed with the ωB97M-V functional and the def2-TZVPD basis.

Properties
strongest force on any atom: 3.846 eV/Å
frontier orbital gap (spin up / spin down): 10.37 / 10.37 eV
energy above the lowest of the compared OMol25 structures with the same formula, charge and spin: 92.4 kcal per mole
M: 96.0 g/mol
charge: 0

Atoms and positions in Å:
C 0.41042 0.29616 -0.12897
C -1.05198 -1.35481 0.21754
C 1.66632 -0.17323 -0.11531
N 2.70223 -0.65846 -0.20521
N -0.36102 1.12542 0.05205
O -2.12649 -1.06276 -0.09873
O -1.23949 1.82767 0.27863

Charges obtained by Löwdin population analysis, quoted in units of e: number 1, C, carries -0.13; number 2, C, carries 0.05; number 3, C, carries -0.20; number 4, N, carries 0.19; number 5, N, carries -0.11; number 6, O, carries 0.06; number 7, O, carries 0.15